# C31H54ClNO3P2ReSSi2

C31H54ClNO3P2ReSSi2 as an isolated structure in a non-equilibrium geometry (ωB97M-V/def2-TZVPD, the Open Molecules 2025 dataset).

The geometry in XYZ format:
```
96
Properties=species:S:1:pos:R:3:forces:R:3
Re -0.18304 1.04205 -0.26886 2.0 -5.5 -1.8
C -1.31975 0.98847 1.46586 -0.8 0.7 0.9
C -0.23969 1.92636 1.66154 -0.6 1.0 0.0
C -0.34241 2.93538 0.62455 -0.6 1.1 1.3
Si 0.85482 1.91550 3.15205 0.6 -0.6 0.1
C -1.50177 2.66716 -0.14958 -1.3 0.9 0.8
C -2.14545 1.48369 0.39115 0.0 1.0 0.4
Si -3.77666 0.73342 -0.04631 0.1 -0.5 -0.2
H -1.52436 0.10784 2.07519 0.1 0.3 -0.3
H 0.33350 3.77145 0.50740 -0.1 -0.1 -0.1
H -1.87076 3.25184 -0.98253 0.1 -0.1 0.1
Cl 1.23258 0.40496 -1.98674 1.2 -0.3 -1.4
C -4.57407 0.04642 1.48413 0.0 0.3 0.0
C -4.82596 2.04778 -0.82729 -0.2 0.1 0.2
C -0.06442 1.20768 4.60239 -0.1 0.2 -0.1
C 1.40239 3.64996 3.52275 -0.2 0.2 0.1
H -5.23271 2.66471 -0.01666 0.0 0.0 -0.2
H -5.65841 1.56258 -1.34503 0.0 0.2 0.0
H -4.29242 2.69924 -1.52579 -0.1 -0.1 0.1
H -3.95009 -0.70083 1.98938 -0.2 0.1 -0.2
H -5.50466 -0.41839 1.13907 0.0 0.0 0.3
H -4.80627 0.85655 2.18699 -0.1 -0.2 -0.1
H 0.56940 4.15650 4.02538 0.2 0.1 -0.1
H 1.68669 4.23581 2.64374 0.0 -0.1 0.2
H 2.24713 3.60410 4.21663 -0.1 0.2 0.0
H -0.87203 1.88649 4.90259 0.1 -0.2 0.1
H 0.67237 1.13880 5.41031 -0.2 -0.1 0.1
H -0.48627 0.21663 4.39953 0.2 0.1 0.1
C -3.44037 -0.67164 -1.23364 -0.4 0.2 0.0
C 2.32327 0.81672 2.77365 0.0 0.3 0.3
P -1.99239 -0.27321 -2.27668 -0.6 0.0 -0.5
H -4.36533 -0.86065 -1.80331 0.4 -0.2 0.1
H -3.19431 -1.56440 -0.63299 0.0 0.2 -0.2
P 2.76251 0.94623 1.00308 0.7 0.2 0.2
H 2.01498 -0.22364 2.97812 0.1 0.3 -0.1
H 3.14274 1.09532 3.45775 -0.2 -0.3 -0.2
C 4.21596 -0.24182 0.91182 -0.4 0.1 -0.4
C 3.64619 2.61893 0.84044 -0.4 -0.4 0.2
C -2.62967 0.99993 -3.53378 0.1 -0.2 0.6
C -1.88717 -1.81326 -3.35294 0.5 0.3 0.2
C -0.81300 -2.72805 -2.76666 0.2 -0.3 -0.1
H -1.53946 -1.46267 -4.33675 -0.1 -0.1 0.3
C -3.20436 -2.56877 -3.51585 -0.1 -0.1 -0.1
H -3.53245 -2.98368 -2.55529 0.1 0.0 -0.2
H -3.05043 -3.40536 -4.20997 0.0 0.1 0.1
H -4.01317 -1.95080 -3.91697 0.2 -0.2 0.1
H 0.12476 -2.19460 -2.56685 -0.3 -0.1 0.0
H -0.60292 -3.54404 -3.47156 0.0 0.0 0.2
H -1.15567 -3.17915 -1.82673 0.1 0.1 -0.1
H -2.73087 1.91076 -2.91597 0.0 -0.2 -0.3
C -3.98187 0.67539 -4.17624 -0.1 0.2 -0.1
C -1.56256 1.25213 -4.61244 0.0 0.1 0.1
H -4.78918 0.53455 -3.44894 0.2 -0.1 -0.1
H -3.92745 -0.21150 -4.82113 0.0 0.3 0.2
H -4.27466 1.52122 -4.81623 0.0 -0.2 0.1
H -0.73084 1.83821 -4.20984 -0.1 -0.3 -0.2
H -2.01416 1.82150 -5.43885 0.2 -0.1 0.2
H -1.15312 0.31799 -5.02352 -0.1 0.3 0.1
H 2.81227 3.33799 0.93755 0.4 -0.1 -0.1
C 4.24819 2.74672 -0.57053 -0.1 0.1 0.1
C 4.69373 2.92072 1.91585 0.1 0.3 -0.1
H 4.29153 2.90148 2.93546 0.0 -0.1 -0.2
H 5.08207 3.93605 1.74549 0.0 -0.2 0.1
H 5.54857 2.23407 1.85934 -0.2 0.2 0.0
H 3.46558 2.88799 -1.32400 0.2 -0.1 0.1
H 4.83082 1.85815 -0.85399 -0.1 0.4 0.1
H 4.91567 3.62074 -0.60031 -0.1 -0.2 -0.1
C 3.69150 -1.56312 0.34686 0.2 -0.2 -0.2
C 4.94677 -0.47408 2.23011 0.2 -0.1 0.0
H 4.90902 0.19578 0.17691 -0.2 -0.1 0.2
H 4.29023 -0.97015 2.95468 0.2 0.1 -0.1
H 5.32739 0.44681 2.68128 -0.1 -0.2 0.0
H 5.80470 -1.13334 2.04429 -0.1 0.1 0.1
H 3.06864 -2.08350 1.08580 0.1 0.1 -0.1
H 4.53506 -2.22162 0.09887 -0.1 0.0 0.1
H 3.08990 -1.41598 -0.55894 0.1 0.0 0.2
C 0.52625 3.21080 -1.99695 0.5 1.3 -1.0
H 0.02774 4.16814 -1.78528 0.0 -0.4 0.1
H 1.60042 3.24835 -1.78420 -0.5 -0.2 0.0
H 0.31019 2.84058 -3.00318 0.1 0.0 0.5
O -2.60938 -3.79206 2.59162 0.7 -0.1 0.1
S -1.22586 -3.41304 2.77019 0.2 0.9 -0.9
O -0.70065 -3.30936 4.10583 -0.1 -0.3 -0.2
N -0.93722 -1.98255 1.95338 0.0 -0.4 0.1
C -0.09965 -2.13934 0.94167 -0.4 1.6 -0.1
O 0.31511 -1.22611 0.13385 -0.5 -0.4 0.6
C 0.38305 -3.51266 0.75193 0.6 -0.6 -0.5
C 1.25941 -3.93409 -0.25605 -0.3 0.2 0.3
C 1.63896 -5.26938 -0.29413 -0.3 0.3 0.2
C 1.13170 -6.15024 0.66513 0.0 -0.1 0.1
C 0.25118 -5.72097 1.66462 -0.3 0.1 0.4
C -0.12386 -4.37209 1.70439 0.3 -0.9 -0.3
H 1.60234 -3.19931 -0.98261 0.0 -0.2 0.2
H 2.32115 -5.61042 -1.06751 -0.1 -0.1 0.2
H 1.44816 -7.19353 0.62075 -0.2 0.2 0.1
H -0.14333 -6.42121 2.40830 0.2 0.2 -0.3
```
Forces are in eV/Å.

Its HOMO energy (spin up / spin down) is -6.661 / -7.558 eV. The multiplicity is 4. The energy above the lowest of the compared OMol25 structures with the same formula, charge and spin comes out at 0.0 kcal/mol. The expectation value of S² is 3.770. Its LUMO energy (spin up / spin down) is 0.23 / -1.37 eV.

So, what does the Mulliken scheme give us? The charges, in e, come out as: 1.06, 0.78, 0.15, -0.73, -0.19, -0.45, 0.09, -0.15, 0.69, 0.36, 0.32, -0.51, -1.13, -1.01, -1.14, -1.01, 0.39, 0.37, 0.32, 0.27, 0.35, 0.34, 0.39, 0.34, 0.35, 0.34, 0.35, 0.27, -1.16, -1.13, 0.36, 0.86, 0.43, 0.37, 0.41, 0.84, 0.56, 1.00, 1.03, 0.62, -1.41, 0.41, -1.69, 0.31, 0.48, 0.30, 0.06, 0.57, 0.28, -0.33, -1.68, -0.81, 0.32, 0.29, 0.47, -0.06, 0.45, 0.17, -0.29, -1.03, -1.68, 0.31, 0.47, 0.27, 0.06, 0.21, 0.42, -1.39, -1.71, 0.42, 0.31, 0.32, 0.47, 0.25, 0.57, 0.11, -1.44, 0.43, 0.27, 0.35, -0.71, 1.21, -0.71, -0.38, -0.23, -0.52, 0.39, 0.47, -1.41, -0.65, -0.69, 0.20, 0.55, 0.43, 0.40, 0.45